Record 1
ORCA calculation (the ωB97M-V functional and the def2-TZVPD basis) on a molecular structure, C26H45ClF3O3PSSn at a distorted geometry.

## Properties
HOMO energy (alpha / beta) in eV: -8.41 / -7.23
Maximum force in eV/A: 1.767
HOMO-LUMO gap (alpha / beta) in eV: 7.16 / 6.71

Geometry (Å):
Sn  -0.06916  -0.23124  0.34632
P  2.00844  0.59636  -1.27483
Cl  1.42784  -2.14184  0.62426
C  0.74558  1.38037  1.44024
H  0.21384  2.31098  1.69744
H  1.33115  0.97245  2.27413
C  2.24486  -0.95221  -2.31315
C  3.40273  0.72481  -0.03404
C  3.23878  -0.87746  -3.47356
H  2.63843  -1.67554  -1.57992
C  3.40952  -2.28082  -4.08471
H  2.87205  -0.17789  -4.24143
H  4.21815  -0.50551  -3.13590
C  2.07299  -2.88783  -4.52975
H  4.10575  -2.23399  -4.93018
H  3.86508  -2.93561  -3.32790
C  1.04304  -2.89816  -3.39641
H  1.67470  -2.29461  -5.36371
H  2.22929  -3.90380  -4.90920
C  0.88244  -1.50047  -2.78131
H  0.07667  -3.25594  -3.77038
H  1.36147  -3.59809  -2.61018
H  0.44241  -0.81131  -3.51928
H  0.18898  -1.56987  -1.92834
C  2.09175  2.12029  -2.33409
C  3.47640  2.12223  0.60128
H  3.03269  0.04217  0.75076
C  4.46548  2.11605  1.77663
H  3.76199  2.89445  -0.13037
H  2.46590  2.37306  0.97483
C  5.84166  1.59748  1.36248
H  4.55141  3.12540  2.19363
H  4.05414  1.47567  2.57002
C  5.75591  0.22363  0.69175
H  6.29570  2.31159  0.66300
H  6.50406  1.54788  2.23431
C  4.77644  0.20879  -0.49094
H  6.75010  -0.08701  0.35188
H  5.42272  -0.52154  1.42717
H  5.17072  0.84208  -1.30110
H  4.69361  -0.81427  -0.88499
C  1.07027  2.10233  -3.48091
H  1.78262  2.92490  -1.64168
C  1.01843  3.46690  -4.18487
H  1.33510  1.31958  -4.20899
H  0.07354  1.86477  -3.09201
C  2.40124  3.90846  -4.67689
H  0.31929  3.42025  -5.02781
H  0.62554  4.21423  -3.48008
C  3.44106  3.86396  -3.55202
H  2.72302  3.24417  -5.49076
H  2.34823  4.91863  -5.09868
C  3.48778  2.48990  -2.85917
H  4.43482  4.11570  -3.94195
H  3.19240  4.62767  -2.80016
H  3.83220  1.72502  -3.57302
H  4.22603  2.52417  -2.04798
C  -1.79103  1.10856  -1.58986
C  -1.35112  2.15876  -0.83538
H  -1.13503  0.62007  -2.31331
C  -2.16216  2.78257  0.25762
H  -0.32766  2.51669  -0.92569
C  -3.32301  1.86773  0.67500
H  -1.49800  2.98804  1.10544
H  -2.58596  3.75241  -0.06060
C  -4.06696  1.35808  -0.56041
H  -2.92444  1.00744  1.23489
H  -4.00876  2.41561  1.33295
C  -3.16367  0.51711  -1.47464
H  -4.95401  0.78534  -0.26777
H  -4.39933  2.22442  -1.14469
H  -3.12334  -0.52901  -1.11482
H  -3.61204  0.47216  -2.47930
F  -2.88312  -2.19257  4.83937
C  -2.97447  -1.59889  3.62482
F  -3.96787  -2.18582  2.91067
F  -3.27652  -0.28247  3.78550
S  -1.35953  -1.73465  2.66500
O  -0.40280  -0.83120  3.28588
O  -1.08755  -3.12670  2.50087
O  -1.86302  -1.10042  1.34186



Record 2
ORCA calculation (the ωB97M-V functional and the def2-TZVPD basis) on C6H11NO in the gas phase at a distorted geometry.

## Properties
HOMO energy in eV: -7.95
Maximum force in eV/A: 6.608
HOMO-LUMO gap in eV: 8.80

Geometry (Å):
C  0.10687  -1.83382  -1.70234
C  0.81790  -0.65826  -1.01651
C  0.82359  -0.23051  0.41161
C  -0.53672  0.90260  1.72586
C  -0.12300  1.79050  0.47844
C  0.04596  0.58326  -0.65046
H  -0.79636  -2.14785  -1.10500
H  0.68894  -2.70503  -1.95974
H  -0.11226  -1.60341  -2.80884
H  1.75840  -0.37287  -1.26575
H  1.63030  0.33585  0.82913
H  0.53540  -0.87780  2.25942
H  -1.62520  1.06883  1.92697
H  -0.12186  1.19902  2.72774
H  -0.78435  2.58441  0.37560
H  0.81571  2.43340  0.34420
H  -1.71651  -0.07190  -1.48700
N  -0.18790  -0.52745  1.51508
O  -1.21890  0.13103  -0.59842



Record 3
ORCA calculation (the ωB97M-V functional and the def2-TZVPD basis) on a molecular structure, C52H122O32P6S4 at a distorted geometry.

## Properties
HOMO energy in eV: -10.00
Maximum force in eV/A: 4.972
HOMO-LUMO gap in eV: 10.15

Geometry (Å):
C  -0.73750  -5.74360  -0.94130
C  -0.54545  -4.85838  0.29127
C  -0.27686  -5.64973  1.52872
S  0.19784  -7.28942  1.02811
O  -0.80333  -8.25106  1.41063
O  1.55769  -7.59985  1.36068
C  0.09902  -7.02415  -0.76881
H  -0.59034  -5.04076  -1.76133
H  -1.70084  -6.24822  -1.01502
H  -1.34399  -4.15990  0.54138
H  0.33930  -4.24359  0.12593
H  -0.89154  -6.00113  2.35745
H  0.53715  -5.11365  2.01669
H  -0.32509  -7.86112  -1.32353
H  1.07335  -6.74404  -1.16922
C  -4.44793  0.46579  -6.80798
C  -4.24833  1.56913  -5.73019
C  -3.17627  0.98726  -4.73782
S  -3.01133  -0.81595  -5.00821
O  -3.28046  -1.54187  -3.79524
O  -1.88494  -1.13372  -5.83987
C  -4.38009  -0.95874  -6.21065
H  -3.73168  0.47515  -7.62955
H  -5.37574  0.47609  -7.37997
H  -5.13862  1.79687  -5.14400
H  -3.81997  2.50300  -6.09419
H  -3.79975  0.98466  -3.84375
H  -2.15855  1.29721  -4.50057
H  -5.29980  -1.28566  -5.72551
H  -3.97118  -1.72755  -6.86627
C  -2.29444  0.36387  -0.44624
C  -2.04384  -0.55080  0.76718
C  -0.59346  -1.14915  0.62022
S  0.38022  -0.07260  -0.54690
O  0.51761  -0.78713  -1.74517
O  1.55212  0.45109  0.01370
C  -0.94284  1.16734  -0.78946
H  -3.08317  1.11294  -0.37629
H  -2.49254  -0.24226  -1.33025
H  -2.77998  -1.32978  0.96566
H  -1.91937  0.16567  1.57914
H  -0.63099  -2.04599  0.00187
H  0.04134  -1.28140  1.49637
H  -0.75231  1.57679  -1.78150
H  -0.66121  1.92907  -0.06244
C  5.65404  -3.58833  -1.64229
C  4.99063  -2.54531  -2.61948
C  3.50219  -2.37068  -2.09083
S  3.07042  -3.76624  -1.11995
O  1.82596  -4.39636  -1.60569
O  3.15433  -3.32346  0.24126
C  4.65362  -4.68723  -1.32927
H  6.06578  -3.23952  -0.69524
H  6.55475  -3.96464  -2.12726
H  5.07506  -2.81537  -3.67212
H  5.39473  -1.53365  -2.58281
H  2.70482  -2.33061  -2.83291
H  3.38294  -1.54507  -1.38923
H  4.60320  -5.37435  -2.17391
H  4.79464  -5.20970  -0.38310
C  -5.77749  2.99685  -1.24001
C  -6.97871  2.83084  -0.32083
O  -7.35755  1.51761  -0.32692
P  -8.68911  1.00897  -1.03267
O  -9.52151  2.03160  -1.70287
O  -8.06462  -0.31516  -1.78254
C  -7.44074  -1.32426  -1.01105
C  -5.93172  -1.24172  -1.37046
O  -9.48091  0.23897  0.25399
C  -10.87549  -0.08570  0.21498
C  -11.04743  -1.54920  0.81163
H  -5.99268  2.60928  -2.23579
H  -5.57606  4.04457  -1.46317
H  -4.79670  2.66318  -0.90118
H  -6.48895  3.28366  0.54126
H  -7.82965  3.46525  -0.56885
H  -7.57470  -1.09465  0.04604
H  -7.88799  -2.27300  -1.30761
H  -5.42319  -0.28180  -1.28075
H  -5.43768  -1.83996  -0.60487
H  -5.64797  -1.64349  -2.34317
H  -11.35955  0.69438  0.80258
H  -11.41856  -0.16782  -0.72653
H  -12.08160  -1.79165  0.56709
H  -10.33104  -2.16429  0.26706
H  -10.76938  -1.41541  1.85704
C  -1.88019  5.44486  2.01056
C  -0.56694  5.65629  1.23317
O  -0.46476  4.77846  0.18193
P  0.24731  5.28840  -1.19705
O  0.79189  6.62657  -1.05751
O  1.34169  4.06379  -1.48488
C  2.17371  4.02622  -2.59540
C  1.89988  2.63563  -3.25862
O  -0.91910  4.94832  -2.36124
C  -1.02627  5.60705  -3.59735
C  -2.03176  4.78662  -4.45298
H  -1.92475  4.42868  2.40233
H  -1.63497  5.94254  2.94880
H  -2.78476  5.83872  1.54717
H  -0.41246  6.72316  1.07182
H  0.20147  5.35685  1.94590
H  2.02670  4.78571  -3.36329
H  3.20840  4.14712  -2.27462
H  2.86596  2.51571  -3.74892
H  1.79890  1.89092  -2.46912
H  1.00263  2.70127  -3.87404
H  -1.36391  6.58522  -3.25487
H  -0.05915  5.68932  -4.09334
H  -3.03156  4.56402  -4.08021
H  -2.25315  5.20461  -5.43501
H  -1.42962  3.88234  -4.54135
C  5.40733  7.56440  2.50071
C  5.00284  6.06913  2.03368
O  5.07493  5.22969  3.16385
P  5.74764  3.75676  3.11032
O  5.86741  3.09560  4.41217
O  7.09365  4.12022  2.26656
C  8.08485  3.21320  1.81644
C  8.43410  3.36755  0.35649
O  4.80355  3.13147  1.97765
C  3.95257  2.20395  2.43824
C  4.15808  0.74998  1.81309
H  5.01013  8.41072  1.94029
H  5.04851  7.59284  3.52957
H  6.49321  7.63043  2.56860
H  3.99764  5.92378  1.63803
H  5.61030  5.61809  1.24904
H  8.99729  3.54118  2.31442
H  8.00609  2.14524  2.01983
H  9.48801  3.15515  0.17686
H  7.78825  2.70563  -0.22043
H  8.22410  4.35126  -0.06340
H  4.05526  2.05815  3.51355
H  2.92175  2.54586  2.34536
H  4.17770  0.78659  0.72389
H  5.02417  0.28150  2.28057
H  3.26244  0.24726  2.17804
C  6.33446  -2.11412  -7.64207
C  6.02637  -2.12760  -6.13919
O  5.96536  -0.86519  -5.59347
P  4.62249  0.06374  -5.74411
O  4.34779  0.64344  -7.10924
O  3.47790  -0.96845  -5.15755
C  2.08423  -0.72233  -5.28593
C  1.69544  -1.62032  -6.49786
O  4.85760  1.10732  -4.55481
C  5.90915  2.06969  -4.60299
C  5.35149  3.43465  -4.42152
H  6.38897  -3.08651  -8.13153
H  5.68842  -1.53711  -8.30373
H  7.31431  -1.68254  -7.84634
H  5.14246  -2.69384  -5.84562
H  6.90276  -2.63117  -5.73120
H  1.49636  -1.00278  -4.41194
H  1.94836  0.34141  -5.48111
H  0.73824  -2.14135  -6.51774
H  1.68572  -1.14862  -7.48046
H  2.28722  -2.53485  -6.53709
H  6.70883  1.87857  -3.88739
H  6.40456  1.89332  -5.55775
H  5.20531  3.67392  -3.36820
H  6.23690  4.02155  -4.66588
H  4.55913  3.67428  -5.13063
C  3.56296  3.43960  6.88852
C  3.71050  1.92679  6.77713
O  2.59115  1.30765  6.01483
P  2.33176  -0.37190  6.24800
O  2.61258  -0.69656  7.66928
O  0.82065  -0.60641  5.67047
C  0.32795  0.03350  4.52120
C  -0.58401  1.29380  4.65935
O  3.33859  -1.06801  5.20244
C  3.36303  -2.52788  5.15729
C  3.99457  -2.94044  3.83249
H  2.71242  3.76095  7.48969
H  4.40445  4.05396  7.20877
H  3.24460  3.83412  5.92358
H  4.60362  1.64274  6.22058
H  3.69479  1.64294  7.82941
H  1.21432  0.35139  3.97221
H  -0.27934  -0.59882  3.87353
H  -0.31131  2.25269  5.10008
H  -1.03652  1.66812  3.74108
H  -1.40553  0.95906  5.29273
H  3.97479  -2.61051  6.05564
H  2.38958  -2.89235  5.48542
H  3.90631  -4.02685  3.83661
H  3.57479  -2.55145  2.90481
H  5.06081  -2.72571  3.76099
C  -5.60583  -3.30115  2.40738
C  -5.02654  -2.08003  3.27101
O  -4.03166  -2.59599  4.16620
P  -4.14515  -2.56655  5.81336
O  -4.31350  -1.21242  6.33312
O  -5.39649  -3.51677  6.04745
C  -5.15871  -4.91410  6.19103
C  -6.40203  -5.74823  6.07989
O  -2.79995  -3.39791  6.31948
C  -1.53974  -2.92370  5.86572
C  -1.04948  -3.55489  4.61636
H  -6.56736  -3.05646  1.95605
H  -5.03291  -3.57502  1.52146
H  -5.77551  -4.25315  2.91037
H  -4.56340  -1.29691  2.67073
H  -5.72751  -1.66175  3.99336
H  -4.50966  -5.10552  5.33652
H  -4.52377  -5.23193  7.01804
H  -7.19549  -5.08464  5.73613
H  -6.27129  -6.71319  5.59013
H  -6.80826  -6.04043  7.04824
H  -1.40602  -1.84194  5.87122
H  -0.86325  -3.33462  6.61513
H  -1.02358  -4.64205  4.69072
H  -1.69974  -3.36840  3.76168
H  -0.07654  -3.14926  4.33895



Record 4
ORCA calculation (the ωB97M-V functional and the def2-TZVPD basis) on a molecular structure, C37H64AsN4S2SbSi3Sn.

## Properties
Total charge: +4
HOMO energy in eV: -17.91
Maximum force in eV/A: 0.926
HOMO-LUMO gap in eV: 5.33

Geometry (Å):
Sn  0.14386  0.18960  0.33021
C  -5.71623  1.41829  2.86098
N  -4.58694  1.15651  1.94678
C  -3.34200  0.81157  2.20205
S  -2.40426  0.35561  0.77597
N  -2.77387  0.76126  3.39580
C  -3.31865  1.15496  4.70777
H  -6.59543  1.57936  2.24507
H  -5.55402  2.31001  3.45728
H  -5.90564  0.56588  3.50717
H  -4.81721  1.19466  0.96460
H  -1.85717  0.34482  3.40739
H  -4.11587  0.49179  5.03062
H  -3.67500  2.17997  4.68876
H  -2.50910  1.08867  5.42852
C  3.35576  -2.36846  4.21989
N  2.61696  -3.15604  3.24311
C  2.79342  -4.62237  3.19498
C  1.91275  -5.04504  2.00577
N  1.31976  -3.76049  1.59335
C  1.75594  -2.75731  2.33026
S  1.24848  -1.09329  2.24018
H  3.20866  -2.79016  5.21307
H  3.01172  -1.33914  4.21057
H  4.41985  -2.39498  3.98497
H  2.45579  -5.05336  4.13658
H  3.84613  -4.86663  3.06394
H  1.13135  -5.74273  2.29677
H  2.48502  -5.47935  1.18903
H  0.72641  -3.67912  0.78210
C  -4.68822  -1.32788  -1.29609
C  -4.25153  -2.18755  -2.44866
C  -5.16508  -2.99489  -3.12623
C  -4.78213  -3.76724  -4.21253
C  -3.47273  -3.74109  -4.67218
C  -2.53308  -2.94982  -4.02441
C  -2.94684  -2.21299  -2.92270
Sb  -1.18621  -1.23916  -2.13258
C  -0.19057  -3.10428  -1.86048
C  0.75368  -3.55510  -2.78079
C  1.22890  -4.85640  -2.70133
C  0.74924  -5.70018  -1.71068
C  -0.22427  -5.25419  -0.82457
C  -0.71614  -3.94901  -0.87444
C  -1.83045  -3.54128  0.05758
C  -0.72939  0.02303  -3.75441
C  -1.87979  0.63836  -4.26529
C  -1.77387  1.44584  -5.38221
C  -0.52650  1.64031  -5.96781
C  0.60399  1.02880  -5.44441
C  0.53548  0.21662  -4.31435
C  1.78502  -0.44795  -3.80371
H  -5.74340  -1.48192  -1.07918
H  -4.54100  -0.27089  -1.53680
H  -4.11391  -1.55485  -0.39636
H  -6.19617  -3.00781  -2.79496
H  -5.51313  -4.38677  -4.71512
H  -3.16959  -4.32314  -5.53206
H  -1.51333  -2.92305  -4.39368
H  1.10146  -2.90959  -3.57412
H  1.94071  -5.21548  -3.43286
H  1.11580  -6.71607  -1.63813
H  -0.64274  -5.94610  -0.10093
H  -1.86866  -4.19030  0.93206
H  -2.79369  -3.64031  -0.45047
H  -1.73472  -2.50967  0.41152
H  -2.85193  0.47278  -3.81509
H  -2.65703  1.91321  -5.79654
H  -0.43540  2.27325  -6.84088
H  1.56527  1.17412  -5.92354
H  2.62411  0.24182  -3.82848
H  2.05931  -1.28548  -4.44837
H  1.67108  -0.82610  -2.78172
C  3.12708  4.64897  3.28118
Si  2.10203  3.14645  3.50380
C  0.37866  3.40592  4.10590
C  2.94994  1.62308  4.09403
As  1.53319  2.34262  0.96820
Si  3.70582  2.06772  -0.18066
C  4.83510  3.41175  0.39847
C  3.32562  2.15377  -1.99357
C  4.28127  0.38164  0.35095
Si  0.27922  4.18000  -0.09736
C  -1.38809  4.06141  0.71641
C  0.18433  3.81927  -1.91563
C  1.19425  5.72913  0.33870
H  3.41372  4.99890  4.28083
H  2.58659  5.45945  2.79553
H  4.04462  4.45894  2.72922
H  0.39513  3.54976  5.19191
H  -0.25952  2.54888  3.88631
H  -0.06301  4.30210  3.66867
H  3.38086  1.80350  5.08467
H  3.76220  1.32980  3.42771
H  2.23817  0.80134  4.17543
H  4.37535  4.40096  0.38070
H  5.69521  3.44255  -0.27786
H  5.21995  3.21558  1.40007
H  3.28710  3.18954  -2.33615
H  2.37516  1.67995  -2.23729
H  4.11878  1.65494  -2.55787
H  4.23986  0.26051  1.43499
H  5.31992  0.23631  0.03993
H  3.68499  -0.41566  -0.10191
H  -1.86878  3.10721  0.48815
H  -2.04295  4.85971  0.35595
H  -1.31573  4.15697  1.80095
H  -0.18659  2.80909  -2.11754
H  1.15242  3.93373  -2.40327
H  -0.50342  4.52619  -2.38876
H  0.99861  6.03391  1.36743
H  0.84697  6.53801  -0.31082
H  2.27292  5.64004  0.19705



Record 5
ORCA calculation (the ωB97M-V functional and the def2-TZVPD basis) on C3H4F2 in the gas phase at a distorted geometry.

## Properties
HOMO energy in eV: -10.56
Maximum force in eV/A: 7.651
HOMO-LUMO gap in eV: 11.64

Geometry (Å):
C  -0.26189  -0.04552  0.05641
C  1.02598  -0.21928  0.70714
C  0.89823  -0.47018  -0.75316
H  1.66679  0.56502  0.82291
H  1.39707  -1.08216  1.64330
H  0.55661  -1.53801  -1.07572
H  1.61968  -0.00301  -1.48194
F  -0.27151  1.39646  -0.08061
F  -1.41894  -0.67780  0.08384



Record 6
ORCA calculation (the ωB97M-V functional and the def2-TZVPD basis) on C6H11NO in the gas phase at a distorted geometry.

## Properties
HOMO energy in eV: -8.95
Maximum force in eV/A: 4.253
HOMO-LUMO gap in eV: 9.89

Geometry (Å):
C  2.22444  0.32065  0.04392
C  0.93572  1.23194  -0.18233
C  -0.18877  0.31494  0.02403
C  -1.35054  -0.04706  -1.05882
C  -1.47697  0.38497  0.97976
C  0.48685  -1.02682  0.37052
H  2.47830  0.44686  1.22947
H  3.05214  0.60650  -0.58907
H  0.88595  2.13998  0.45578
H  0.93389  1.65478  -1.17653
H  -1.68261  0.98814  -1.48088
H  -1.26002  -0.77821  -1.85755
H  -3.19084  -0.01764  -0.28313
H  -2.09882  1.43583  1.02696
H  -1.31537  -0.01656  2.04253
H  0.52604  -1.18000  1.47599
H  -0.17829  -1.76004  -0.23240
N  -2.24582  -0.39471  -0.00373
O  1.72325  -0.97855  -0.20595